10
Properties=species:S:1:pos:R:3:lowdin_charge:R:1 method="wB97M-V/def2-TZVPD" lumo_ev="-6.703 / -6.704" charge=+1 homo_energy_ev="-12.4 / -12.4" orbital_gap_ha="0.20771 / 0.20768" relative_energy_kj_mol=198.3 spin_multiplicity=1
C -0.762 1.247 0.359 -0.71
N -1.862 1.760 -0.073 0.00
N 0.513 -1.863 -0.359 0.25
N 1.757 -1.882 -0.304 0.17
Cl 0.404 2.254 1.018 0.62
H -2.104 2.754 -0.044 0.12
H 0.043 -1.602 0.513 0.09
H 2.328 -1.685 0.528 0.18
H 2.247 -2.128 -1.168 0.17
H -2.564 1.147 -0.469 0.11


10
Properties=species:S:1:pos:R:3:lowdin_charge:R:1 method="wB97M-V/def2-TZVPD" lumo_ev=-1.568 homo_energy_ev=-9.4 orbital_gap_ha=0.28936 relative_energy_kj_mol=216.9 spin_multiplicity=1
C 1.040 0.444 0.994 -0.14
N -0.193 -0.229 -1.510 -0.07
O -0.207 -1.979 0.504 -0.27
P -0.135 -0.602 0.117 0.67
Cl -2.882 0.582 -0.184 -0.36
H 0.586 1.371 1.227 0.04
H 1.264 0.005 1.926 0.05
H 1.805 0.781 0.334 0.06
H -0.586 0.646 -1.624 -0.01
H -0.693 -1.019 -1.786 0.03


10
Properties=species:S:1:pos:R:3:lowdin_charge:R:1 method="wB97M-V/def2-TZVPD" lumo_ev=0.271 homo_energy_ev=-9.7 orbital_gap_ha=0.36651 relative_energy_kj_mol=0.0 spin_multiplicity=1
C 1.563 -0.639 -0.230 -0.09
N 0.346 -0.966 -0.086 -0.15
O -0.562 0.776 1.554 -0.48
P -0.975 0.935 0.166 0.12
I -2.814 -0.489 -0.459 0.43
H 1.687 0.409 -0.445 0.05
H 2.296 -1.203 0.313 0.08
H -1.510 2.217 -0.087 -0.05
H 0.089 -1.998 0.216 0.13
H -0.122 0.959 -0.942 -0.04


9
Properties=species:S:1:pos:R:3:lowdin_charge:R:1 method="wB97M-V/def2-TZVPD" lumo_ev=-0.730 homo_energy_ev=-9.4 orbital_gap_ha=0.31776 relative_energy_kj_mol=280.2 spin_multiplicity=1
C 1.744 -0.521 -0.323 -0.06
N -1.626 0.296 -0.190 -1.04
P -2.556 -0.412 0.809 0.63
I -1.377 2.261 -0.607 0.62
H 1.166 -0.778 0.516 -0.02
H 1.449 0.452 -0.772 0.00
H 1.775 -1.353 -1.059 0.03
H 2.759 -0.457 0.008 0.00
H -3.334 0.512 1.618 -0.16


10
Properties=species:S:1:pos:R:3:lowdin_charge:R:1 method="wB97M-V/def2-TZVPD" lumo_ev="-2.601 / -2.430" homo_energy_ev="-8.2 / -8.2" orbital_gap_ha="0.20644 / 0.21225" relative_energy_kj_mol=450.5 spin_multiplicity=1
C -0.465 0.739 -1.200 -0.32
N 0.190 -0.001 1.377 -0.36
P 0.576 -0.440 -0.218 0.30
S -1.500 -3.211 0.057 -0.06
I 2.946 0.206 -0.022 0.32
H 0.150 1.235 -1.843 -0.02
H -1.175 0.221 -1.731 -0.01
H -0.874 1.549 -0.477 0.08
H -0.702 0.001 1.948 0.07
H 0.853 -0.299 2.110 0.01


9
Properties=species:S:1:pos:R:3:lowdin_charge:R:1 method="wB97M-V/def2-TZVPD" lumo_ev="-0.531 / -2.008" homo_energy_ev="-9.8 / -7.0" orbital_gap_ha="0.33948 / 0.18260" relative_energy_kj_mol=667.3 spin_multiplicity=1
C -1.369 1.349 -0.124 -0.31
O -1.128 0.078 -0.168 -0.08
Si 1.679 -2.085 0.111 0.11
I 2.505 0.202 0.106 0.25
H -1.894 1.733 -1.025 0.10
H -0.598 2.134 0.158 0.10
H -2.207 1.642 0.802 0.12
H 0.161 -2.031 -0.075 -0.14
H 2.852 -3.024 0.216 -0.15


9
Properties=species:S:1:pos:R:3:lowdin_charge:R:1 method="wB97M-V/def2-TZVPD" lumo_ev=-0.036 homo_energy_ev=-8.3 smiles="PC=[PH2]I" orbital_gap_ha=0.30330 relative_energy_kj_mol=106.1 spin_multiplicity=1
P -0.727 1.282 0.637 0.69
C -0.270 -0.579 0.817 -0.76
P 0.921 -0.915 -0.324 0.22
I 2.800 0.443 -1.028 0.32
H 0.595 1.558 0.656 -0.22
H -0.872 1.536 -0.657 -0.18
H -0.210 -0.755 1.942 0.00
H 1.454 -2.209 -0.350 -0.05
H 0.099 -0.674 -1.482 -0.03


7
Properties=species:S:1:pos:R:3:lowdin_charge:R:1 method="wB97M-V/def2-TZVPD" lumo_ev=1.236 homo_energy_ev=-8.9 smiles=CN orbital_gap_ha=0.37097 relative_energy_kj_mol=177.4 spin_multiplicity=1
C -0.626 -0.010 0.048 -0.36
N 0.636 -0.071 -0.103 -0.13
H -0.826 0.986 -0.316 0.08
H -1.266 -0.762 -0.636 0.13
H -1.136 0.113 0.911 0.03
H 1.254 0.895 -0.002 0.16
H 1.278 -0.676 0.477 0.09